Record 1
{"formula": "C46H50N2P", "method": "ωB97M-V/def2-TZVPD", "charge": 1, "molar_mass_da": 661.894, "homo_ha": -0.35413, "e_lumo_ev": -3.61, "relative_energy_ev": 0.000, "elements": ["C", "C", "N", "C", "C", "C", "C", "C", "C", "C", "C", "C", "C", "C", "C", "C", "N", "C", "C", "C", "C", "C", "C", "C", "C", "C", "C", "H", "H", "H", "H", "H", "H", "H", "H", "H", "H", "H", "H", "H", "H", "H", "H", "H", "H", "H", "H", "H", "H", "H", "H", "H", "H", "H", "H", "H", "C", "C", "C", "C", "C", "P", "C", "C", "C", "C", "C", "C", "C", "C", "C", "C", "C", "C", "C", "C", "C", "C", "H", "H", "H", "H", "H", "H", "H", "H", "H", "H", "H", "H", "H", "H", "H", "H", "H", "H", "H", "H", "H"], "positions_angstrom": [[-5.98541, 0.09679, -2.91076], [-6.09523, -1.23983, -2.20141], [-4.87421, -2.00647, -2.35813], [-5.05601, -3.41383, -2.04942], [-3.88111, -4.23482, -2.54305], [-2.57517, -3.70331, -1.95238], [-2.51241, -2.20594, -1.88069], [-3.65423, -1.40778, -2.18087], [-3.54375, 0.01416, -2.18940], [-2.32426, 0.60072, -1.88155], [-1.16956, -0.16523, -1.57341], [0.12298, 0.47186, -1.40711], [1.33469, -0.10035, -1.92243], [2.54319, 0.66361, -1.90701], [3.78366, 0.10950, -2.18167], [3.86356, -1.29793, -2.41872], [5.07060, -1.93143, -2.46944], [6.31320, -1.20941, -2.62773], [6.29264, 0.11137, -1.88213], [5.04016, 0.92555, -2.20954], [5.20162, -3.33965, -2.78626], [4.01281, -4.14747, -2.31247], [2.72538, -3.51925, -2.83165], [2.66396, -2.04587, -2.58604], [1.44167, -1.40393, -2.49126], [-1.35046, -1.57113, -1.45678], [-4.73413, 0.87373, -2.49484], [-5.96412, -0.07710, -3.99271], [-6.88742, 0.67565, -2.69843], [-6.33981, -1.10507, -1.12726], [-6.90108, -1.84249, -2.63673], [-5.19798, -3.55739, -0.95952], [-5.98595, -3.72399, -2.53795], [-4.03474, -5.27741, -2.25524], [-3.84370, -4.20200, -3.63802], [-2.44841, -4.11175, -0.93696], [-1.72616, -4.08720, -2.53568], [-2.21577, 1.68296, -1.92728], [0.15664, 1.55912, -1.22232], [2.45534, 1.72632, -1.68539], [7.10832, -1.85753, -2.23524], [6.51589, -1.05761, -3.70603], [6.33255, -0.10026, -0.80673], [7.19407, 0.67332, -2.13925], [5.16120, 1.35893, -3.21636], [4.95754, 1.77456, -1.52155], [5.32310, -3.44700, -3.87963], [6.12599, -3.68954, -2.30846], [4.10274, -5.17170, -2.67971], [4.01376, -4.18347, -1.21672], [2.64252, -3.70569, -3.91443], [1.85630, -3.99587, -2.36358], [0.56192, -1.93868, -2.85109], [-0.52996, -2.18067, -1.07994], [-4.48329, 1.58314, -3.29608], [-4.96493, 1.49106, -1.61070], [4.58984, 4.49883, 3.70977], [3.45684, 3.83977, 2.98383], [3.69990, 2.83940, 2.03493], [2.64686, 2.18022, 1.40049], [1.31011, 2.50053, 1.71523], [-0.01323, 1.42622, 1.02644], [0.01215, 0.03945, 2.22275], [-0.87600, -1.03376, 2.00774], [-1.05690, -2.00554, 2.99067], [-0.34977, -1.94944, 4.19736], [-0.58906, -2.96322, 5.27341], [0.57622, -0.92152, 4.38123], [0.78209, 0.04462, 3.39899], [-1.51321, 2.32728, 1.59100], [-1.96069, 3.41225, 0.81140], [-2.95365, 4.26770, 1.29192], [-3.55358, 4.04700, 2.53764], [-4.58386, 4.99594, 3.07275], [-3.16110, 2.92961, 3.27474], [-2.17478, 2.06330, 2.80348], [1.07223, 3.56504, 2.60210], [2.13399, 4.19718, 3.24806], [4.21932, 5.28236, 4.37220], [5.14041, 3.76876, 4.31093], [5.30188, 4.95101, 3.01425], [4.72748, 2.56206, 1.79241], [2.84936, 1.40240, 0.66152], [-1.42977, -1.09021, 1.06880], [-1.76650, -2.81640, 2.81632], [0.08385, -2.79515, 6.11539], [-1.62004, -2.90843, 5.63617], [-0.42578, -3.97924, 4.90462], [1.14561, -0.87005, 5.30869], [1.53188, 0.81916, 3.55335], [-1.51160, 3.58676, -0.16772], [-3.26115, 5.12418, 0.69110], [-4.98311, 4.63650, 4.02286], [-4.15198, 5.98870, 3.23376], [-5.41957, 5.11370, 2.37754], [-3.63020, 2.73018, 4.23874], [-1.90926, 1.18303, 3.38668], [0.05158, 3.89114, 2.79809], [1.92446, 4.98244, 3.97352]], "atomic_forces_ev_per_a": [[-0.07, -0.04, -0.20], [-0.06, 0.24, 0.05], [-0.03, -0.08, -0.13], [0.11, -0.13, 0.08], [0.02, 0.01, -0.08], [0.08, -0.62, 0.44], [0.18, 0.83, 0.30], [0.07, 0.07, 0.45], [0.61, -0.28, 0.23], [0.34, -0.44, -0.17], [-0.44, -0.28, 0.71], [-0.05, 0.69, -2.05], [0.11, 0.23, 0.06], [0.18, -0.52, 0.04], [-0.74, 0.00, 0.11], [0.12, -0.26, 0.36], [-0.40, 0.22, 0.07], [0.27, 0.31, -0.19], [-0.01, -0.04, 0.24], [0.35, 0.45, -0.29], [-0.03, -0.30, -0.32], [-0.05, 0.09, 0.12], [-0.27, -0.47, -0.66], [-0.34, 0.75, 0.10], [0.44, -0.27, 0.63], [-0.08, 0.22, -0.86], [-0.45, 0.59, 0.10], [0.00, -0.06, 0.15], [0.12, 0.04, -0.07], [0.16, 0.01, -0.28], [0.08, 0.23, 0.08], [0.08, 0.06, -0.23], [0.18, -0.06, 0.10], [0.09, 0.06, -0.07], [-0.05, 0.07, 0.14], [-0.02, 0.07, -0.19], [-0.15, 0.14, 0.12], [-0.16, -0.09, 0.01], [-0.22, -0.92, -1.20], [0.19, -0.15, 0.16], [-0.11, 0.26, -0.13], [-0.03, 0.00, 0.29], [-0.03, 0.05, -0.12], [-0.12, 0.00, 0.08], [-0.06, -0.09, 0.21], [-0.03, -0.11, -0.11], [0.04, -0.08, 0.23], [-0.22, 0.00, -0.17], [0.01, 0.06, 0.09], [-0.05, 0.03, -0.13], [0.04, -0.08, 0.19], [0.15, 0.04, -0.12], [0.19, 0.10, 0.45], [-0.19, 0.08, -0.11], [0.01, -0.13, 0.21], [0.11, -0.19, -0.19], [0.15, 0.09, 0.07], [-0.22, -0.24, -0.13], [-0.22, -0.12, -0.17], [-0.25, 0.20, 0.23], [0.38, 0.34, -0.07], [0.11, -0.14, 1.99], [0.09, -0.42, 0.35], [0.22, 0.21, 0.23], [0.10, 0.15, -0.23], [-0.01, 0.25, -0.20], [-0.03, -0.15, 0.12], [0.04, -0.04, -0.25], [-0.33, 0.06, -0.26], [-0.50, 0.17, -0.14], [-0.03, -0.15, 0.41], [0.17, -0.23, -0.15], [0.28, -0.10, -0.13], [-0.14, 0.10, 0.05], [0.09, -0.18, -0.19], [0.22, 0.13, -0.24], [0.07, -0.34, -0.13], [-0.09, -0.07, -0.25], [0.08, -0.06, -0.02], [-0.05, 0.09, -0.03], [-0.06, -0.04, 0.04], [-0.23, 0.09, 0.08], [0.02, 0.09, 0.29], [0.00, 0.05, 0.33], [0.18, 0.17, 0.07], [-0.09, -0.05, -0.02], [0.11, -0.01, 0.00], [-0.02, 0.06, 0.02], [-0.09, -0.05, -0.20], [-0.26, -0.10, 0.05], [-0.05, 0.12, 0.24], [0.04, -0.20, 0.12], [0.02, 0.08, -0.07], [-0.05, -0.10, 0.00], [0.08, -0.02, 0.04], [0.08, 0.03, -0.24], [0.03, 0.26, -0.05], [0.23, -0.16, 0.08], [0.05, -0.12, -0.18]]}

---

Record 2
{"formula": "C31H16F5N3OS4Tl", "method": "ωB97M-V/def2-TZVPD", "charge": -2, "molar_mass_da": 874.130, "homo_ha": [0.01072, -0.06564], "e_lumo_ev": [4.10, 4.09], "relative_energy_ev": 0.191, "multiplicity": 2, "elements": ["Tl", "O", "N", "C", "C", "C", "C", "C", "S", "H", "H", "H", "H", "S", "C", "C", "C", "C", "C", "C", "N", "C", "C", "C", "C", "C", "C", "C", "C", "N", "C", "C", "C", "C", "C", "S", "C", "H", "H", "H", "H", "H", "H", "H", "H", "H", "H", "H", "H", "F", "C", "C", "F", "C", "F", "C", "S", "C", "F", "C", "F"], "positions_angstrom": [[0.80424, -1.95321, 1.05169], [-1.17746, -1.66791, 3.05009], [-1.25828, -0.79226, 4.01022], [-2.37765, -0.77884, 4.77636], [-2.56086, 0.08978, 5.82090], [-1.54324, 1.00452, 6.10262], [-0.41898, 1.00366, 5.31479], [-0.23730, 0.11126, 4.22976], [1.15400, 0.15599, 3.25134], [-3.10674, -1.51896, 4.48483], [-3.48269, 0.05316, 6.38524], [-1.64383, 1.71204, 6.91786], [0.38836, 1.70019, 5.49027], [-2.88183, 2.24123, 3.09438], [-3.83498, 3.61458, 3.49845], [-4.29197, 4.24091, 2.38127], [-3.87609, 3.60518, 1.18079], [-3.09463, 2.49048, 1.38837], [-2.48210, 1.61384, 0.40860], [-1.69331, 0.51249, 0.79202], [-1.09989, -0.32606, -0.01543], [-1.26159, -0.15868, -1.37602], [-2.00969, 0.96002, -1.86624], [-2.12202, 1.16207, -3.28998], [-1.54568, 0.31852, -4.16279], [-0.81646, -0.83665, -3.70360], [-0.21360, -1.71445, -4.57847], [0.47751, -2.84541, -4.10088], [0.46432, -3.01701, -2.69540], [-0.09707, -2.21123, -1.83884], [-0.71603, -1.07488, -2.29566], [1.15045, -3.76749, -4.98385], [1.18072, -3.78609, -6.36326], [1.95610, -4.84322, -6.90859], [2.51901, -5.63888, -5.96127], [2.11596, -5.09131, -4.37680], [-2.60388, 1.82536, -0.97153], [-3.99061, 3.87598, 4.53431], [-4.90494, 5.13372, 2.40889], [-4.14669, 3.96015, 0.19553], [-1.52768, 0.32905, 1.85251], [-2.68643, 2.02263, -3.63640], [-1.62446, 0.48834, -5.23258], [-0.27236, -1.51338, -5.64364], [0.94555, -3.89573, -2.26488], [0.65335, -3.06194, -6.97021], [2.08631, -5.00504, -7.97127], [3.15723, -6.49928, -6.09021], [-3.16386, 2.67107, -1.35658], [6.45632, 2.32481, 3.14797], [5.57672, 1.80420, 2.26920], [5.16902, 0.48954, 2.36638], [5.68562, -0.28435, 3.33786], [4.26697, -0.03055, 1.46110], [3.97436, -1.33293, 1.58646], [3.67128, 0.72045, 0.43233], [2.47380, 0.11048, -0.64258], [4.15875, 2.03626, 0.35150], [3.72997, 2.84539, -0.62878], [5.06892, 2.57007, 1.24075], [5.48002, 3.84830, 1.11112]], "atomic_forces_ev_per_a": [[-0.05, 0.16, -0.09], [-0.03, -0.03, 0.09], [-0.04, -0.04, 0.00], [-0.02, -0.03, 0.08], [0.04, -0.06, -0.03], [0.06, 0.02, -0.04], [-0.09, -0.07, 0.05], [0.24, 0.17, 0.09], [-0.13, -0.04, 0.05], [0.04, -0.02, -0.08], [0.02, -0.01, 0.00], [0.02, -0.01, -0.02], [-0.01, 0.01, -0.02], [-0.05, 0.08, -0.17], [0.10, -0.15, 0.01], [-0.05, 0.06, -0.06], [-0.03, 0.00, -0.02], [-0.04, 0.15, 0.24], [0.05, -0.06, -0.26], [0.04, 0.13, 0.34], [-0.06, -0.18, -0.51], [-0.14, 0.14, 0.12], [0.05, 0.02, -0.04], [-0.01, -0.02, 0.06], [-0.02, 0.04, -0.01], [0.04, -0.06, 0.01], [-0.08, 0.07, -0.11], [0.13, -0.18, 0.03], [-0.03, 0.03, -0.11], [0.19, -0.02, 0.23], [-0.04, 0.00, -0.01], [0.02, -0.06, 0.22], [-0.03, 0.03, -0.18], [-0.06, 0.05, -0.02], [0.05, -0.03, 0.09], [-0.07, 0.08, -0.01], [-0.03, 0.00, 0.17], [0.00, 0.01, -0.07], [0.02, -0.04, -0.01], [0.02, -0.01, 0.03], [0.02, -0.05, -0.18], [0.03, 0.00, 0.00], [0.02, -0.02, 0.02], [-0.01, 0.00, 0.03], [0.01, 0.03, -0.01], [0.03, -0.03, 0.04], [0.00, 0.01, 0.01], [-0.04, 0.04, -0.03], [0.00, 0.00, -0.01], [0.09, 0.03, 0.07], [-0.05, -0.03, -0.02], [0.05, -0.05, -0.03], [0.02, -0.06, 0.06], [-0.09, 0.10, -0.14], [-0.10, -0.12, 0.09], [0.27, 0.12, 0.20], [-0.10, -0.22, -0.06], [-0.11, -0.11, 0.04], [-0.05, 0.10, -0.03], [0.00, 0.05, -0.08], [0.00, 0.07, 0.00]]}

---

Record 3
{"formula": "C19H19ClN2O5S", "method": "ωB97M-V/def2-TZVPD", "charge": 0, "molar_mass_da": 422.890, "homo_ha": -0.32539, "e_lumo_ev": 0.37, "relative_energy_ev": 2.585, "elements": ["C", "C", "O", "C", "O", "C", "N", "O", "C", "C", "N", "C", "C", "C", "C", "C", "C", "S", "O", "O", "C", "C", "C", "C", "Cl", "C", "C", "C", "H", "H", "H", "H", "H", "H", "H", "H", "H", "H", "H", "H", "H", "H", "H", "H", "H", "H", "H"], "positions_angstrom": [[2.97754, 1.43997, -2.75470], [1.89966, 2.50190, -2.91305], [1.13851, 2.65061, -1.71180], [0.14176, 1.79971, -1.51823], [-0.20228, 0.93607, -2.29214], [-0.53219, 2.00632, -0.22324], [-0.03528, 2.66012, 0.74929], [-0.81161, 2.57609, 1.83858], [-1.92571, 1.67407, 1.60864], [-1.76718, 0.43393, 2.50688], [-0.80376, -0.49632, 1.97614], [0.56605, -0.16398, 1.92160], [1.21201, 0.48206, 2.96905], [2.55497, 0.79315, 2.86618], [3.27087, 0.44898, 1.73295], [2.63181, -0.20306, 0.69325], [1.28378, -0.49853, 0.77885], [-1.20540, -2.12099, 1.86665], [-0.07412, -2.90374, 2.25473], [-2.45437, -2.28999, 2.55178], [-1.51255, -2.38845, 0.11799], [-2.71220, -1.96567, -0.42434], [-2.94635, -2.12612, -1.77904], [-1.97004, -2.71809, -2.56936], [-2.25080, -2.91111, -4.25387], [-0.77845, -3.17186, -2.01869], [-0.55369, -3.00548, -0.66355], [-1.85530, 1.36089, 0.11158], [2.51792, 0.46559, -2.60901], [3.59379, 1.40990, -3.64876], [3.60179, 1.67096, -1.89525], [2.33839, 3.48556, -3.08982], [1.22358, 2.23856, -3.73348], [-2.82816, 2.21577, 1.90456], [-1.49928, 0.77461, 3.51296], [-2.71142, -0.10815, 2.56901], [0.66892, 0.74516, 3.86281], [3.04594, 1.30044, 3.68299], [4.32117, 0.68764, 1.66098], [3.18210, -0.47902, -0.19397], [0.77824, -0.97962, -0.04385], [-3.46046, -1.53571, 0.22305], [-3.87346, -1.79783, -2.22127], [-0.04069, -3.64734, -2.64535], [0.35195, -3.35662, -0.19394], [-2.66021, 1.81725, -0.46637], [-1.83577, 0.29240, -0.09741]], "atomic_forces_ev_per_a": [[-0.33, 0.23, 0.11], [0.21, -0.23, -0.46], [0.08, 0.21, 0.21], [0.13, -0.01, -0.13], [-0.02, 0.08, 0.13], [-0.72, -0.25, 0.50], [0.82, 0.22, -0.95], [-0.42, 0.12, 0.67], [-0.24, -0.51, -0.07], [-0.40, 0.56, -0.10], [-0.27, -1.10, 0.18], [0.91, 0.06, -0.20], [-0.22, -0.14, -0.04], [0.01, 0.04, 0.02], [0.06, 0.01, -0.02], [0.03, -0.06, -0.06], [0.04, 0.13, 0.12], [-0.12, 0.04, -0.07], [0.10, 0.15, -0.28], [-0.11, 0.20, -0.20], [0.13, -0.01, 0.60], [-0.10, -0.08, -0.03], [0.09, -0.02, 0.02], [0.09, 0.02, 0.38], [-0.05, -0.03, -0.30], [-0.12, 0.06, -0.03], [0.04, -0.07, 0.06], [0.12, 0.21, 0.05], [0.00, -0.10, -0.01], [0.09, -0.02, -0.09], [0.10, 0.00, 0.05], [-0.10, -0.11, 0.02], [0.11, 0.14, 0.12], [0.10, -0.06, -0.05], [-0.07, -0.10, -0.05], [-0.03, 0.25, 0.09], [-0.07, 0.03, 0.09], [0.03, 0.05, 0.07], [0.09, 0.02, 0.00], [0.05, -0.01, -0.09], [-0.01, 0.02, -0.10], [-0.15, 0.07, 0.00], [-0.07, 0.02, -0.05], [0.04, -0.04, -0.06], [0.14, -0.05, -0.03], [-0.01, -0.04, 0.01], [-0.01, 0.13, -0.04]]}